1.
A molecular structure, C8H16N2O3 at a distorted geometry. Source: OMol25; level of theory: ωB97M-V/def2-TZVPD.

Positions of all 29 atoms, in Å:
C1 -3.09 -0.75 -0.67
C2 -2.11 -0.05 0.27
C3 0.15 0.81 0.48
C4 0.04 2.19 -0.30
C5 1.51 0.16 -0.03
C6 2.61 1.13 0.54
C7 1.52 -1.27 0.16
C8 2.84 -1.91 -0.17
H1 -4.61 0.90 0.27
H2 -4.56 -1.70 0.82
H3 -2.93 -0.25 -1.79
H4 -2.74 -2.05 -0.93
H5 -0.82 -0.03 -1.50
H6 -0.04 0.97 1.54
H7 1.59 0.32 -1.17
H8 2.17 2.13 0.34
H9 3.66 1.02 0.14
H10 2.88 0.71 1.68
H11 1.26 -1.62 1.08
H12 0.70 -1.85 -0.39
H13 3.04 -1.52 -1.30
H14 3.58 -1.46 0.50
H15 2.87 -3.05 -0.30
H16 -1.39 2.19 0.99
N1 -4.40 -0.65 -0.40
N2 -0.84 -0.25 -0.10
O1 -2.55 0.62 1.28
O2 0.77 2.59 -1.13
O3 -1.11 2.69 0.08

Results
LUMO energy   -0.6 eV
HOMO level   -9.7 eV
Net charge   0
ΔE to the lowest compared entry with this formula, charge and spin   278.8 kcal/mol
Kohn-Sham gap   9.0479 eV

Atomic partial charges in e from the Mulliken method, atoms 1 to 4: atom 1 (C): -0.492, atom 2 (C): 0.511, atom 3 (C): -1.166, atom 4 (C): 0.728

2.
7 unconnected molecules or ions with the total composition C39H58IN8O2S at a distorted geometry. Source: OMol25; level of theory: ωB97M-V/def2-TZVPD.

Positions of all 109 atoms, in Å:
C1 0.68 -2.57 2.74
C2 1.24 -3.08 1.28
C3 0.72 -2.21 -0.01
C4 -0.63 -1.32 0.25
C5 -0.23 0.26 0.56
C6 -1.50 1.30 0.38
C7 -2.67 1.09 1.53
C8 -4.07 0.74 0.74
C9 -5.22 0.52 1.93
C10 -6.67 0.60 1.13
C11 -7.75 -0.50 1.69
C12 -7.20 -2.03 1.47
C13 -7.00 -2.92 0.10
N1 -6.52 -4.24 0.67
S1 -6.24 -5.51 -0.49
C14 -5.12 -6.90 0.07
O1 -5.51 -4.83 -1.72
O2 -7.59 -6.06 -1.09
C15 -6.43 -4.18 2.18
I1 -5.83 -5.81 3.50
N2 -6.83 -2.82 2.70
H1 -0.46 -2.92 2.80
H2 0.71 -1.41 2.89
H3 1.23 -3.17 3.60
H4 2.42 -2.95 1.31
H5 1.05 -4.21 1.06
H6 0.53 -2.92 -0.94
H7 1.57 -1.45 -0.31
H8 -1.38 -1.77 1.04
H9 -1.22 -1.29 -0.78
H10 0.28 0.37 1.62
H11 0.56 0.56 -0.28
H12 -1.15 2.43 0.48
H13 -2.00 1.06 -0.66
H14 -2.84 2.10 2.13
H15 -2.44 0.20 2.28
H16 -4.44 1.57 0.00
H17 -3.93 -0.29 0.17
H18 -5.12 1.33 2.79
H19 -5.01 -0.51 2.43
H20 -7.09 1.69 1.33
H21 -6.55 0.39 -0.04
H22 -8.75 -0.38 1.05
H23 -8.04 -0.37 2.83
H24 -7.21 -2.58 -1.00
H25 -5.76 -7.56 0.82
H26 -4.24 -6.42 0.67
H27 -4.75 -7.55 -0.86
H28 -6.90 -2.42 3.67
N3 2.73 2.13 5.60
C16 1.60 1.38 5.80
C17 0.78 1.53 4.70
C18 1.45 2.39 3.80
C19 2.65 2.74 4.38
H29 3.50 2.21 6.25
H30 1.46 0.81 6.71
H31 -0.19 1.07 4.56
H32 1.10 2.72 2.83
H33 3.46 3.38 4.03
N4 4.48 1.73 1.53
C20 3.68 0.86 0.85
C21 3.65 1.25 -0.47
C22 4.47 2.40 -0.59
C23 4.97 2.67 0.66
H34 4.68 1.69 2.52
H35 3.20 0.03 1.35
H36 3.11 0.76 -1.27
H37 4.67 2.97 -1.49
H38 5.63 3.46 1.01
N5 -7.20 4.85 -1.67
C24 -5.97 5.27 -1.23
C25 -5.08 4.23 -1.38
C26 -5.80 3.14 -1.94
C27 -7.10 3.55 -2.11
H39 -8.04 5.41 -1.67
H40 -5.83 6.27 -0.84
H41 -4.03 4.25 -1.12
H42 -5.41 2.16 -2.18
H43 -7.97 3.04 -2.50
N6 7.94 3.40 -1.05
C28 8.73 4.02 -0.12
C29 10.00 4.12 -0.63
C30 9.98 3.54 -1.92
C31 8.70 3.10 -2.16
H44 6.96 3.18 -0.94
H45 8.31 4.34 0.83
H46 10.85 4.57 -0.13
H47 10.82 3.45 -2.60
H48 8.26 2.60 -3.01
N7 12.30 0.72 -2.10
C32 13.53 1.14 -1.65
C33 14.42 0.10 -1.81
C34 13.70 -0.99 -2.36
C35 12.40 -0.57 -2.53
H49 11.46 1.28 -2.10
H50 13.67 2.14 -1.27
H51 15.47 0.12 -1.54
H52 14.09 -1.96 -2.61
H53 11.53 -1.09 -2.93
N8 -5.34 -3.28 -4.29
C36 -6.21 -2.75 -5.21
C37 -5.47 -2.36 -6.31
C38 -4.12 -2.67 -6.05
C39 -4.07 -3.24 -4.79
H54 -5.60 -3.64 -3.38
H55 -7.27 -2.69 -5.01
H56 -5.87 -1.90 -7.21
H57 -3.27 -2.50 -6.70
H58 -3.23 -3.62 -4.22

Results
LUMO energy   -4.9 eV
HOMO level   -8.8 eV
Net charge   +1
Kohn-Sham gap   3.8748 eV

Atomic partial charges in e from the Mulliken method, atoms 1 to 4: atom 1 (C): -0.572, atom 2 (C): -0.580, atom 3 (C): -0.147, atom 4 (C): -0.405

3.
2 unconnected molecules or ions with the total composition C3H7NO3S at a distorted geometry. Source: OMol25; level of theory: ωB97M-V/def2-TZVPD.

Positions of all 15 atoms, in Å:
C1 0.96 1.74 0.04
C2 2.21 -0.10 1.01
C3 1.66 0.68 -0.11
N1 -3.37 -0.01 -0.53
O1 0.24 2.65 0.09
O2 -1.06 -0.58 -1.18
O3 -1.76 0.22 1.22
S1 -1.73 0.48 -0.43
H1 1.40 -0.79 1.33
H2 3.13 -0.46 0.70
H3 2.43 0.50 1.84
H4 -1.32 0.92 1.71
H5 1.96 0.55 -1.11
H6 -3.32 -0.77 -1.23
H7 -3.87 0.03 0.36

Results
LUMO energy   0.6 eV
HOMO level   -8.9 eV
Net charge   0
ΔE to the lowest compared entry with this formula, charge and spin   47.5 kcal/mol
Kohn-Sham gap   9.4632 eV

Atomic partial charges in e from the Mulliken method, atoms 1 to 4: atom 1 (C): 0.529, atom 2 (C): -1.140, atom 3 (C): -0.376, atom 4 (N): -0.545

Copy entry 1 word for word.
A molecular structure, C8H16N2O3 at a distorted geometry. Source: OMol25; level of theory: ωB97M-V/def2-TZVPD.

Positions of all 29 atoms, in Å:
C1 -3.09 -0.75 -0.67
C2 -2.11 -0.05 0.27
C3 0.15 0.81 0.48
C4 0.04 2.19 -0.30
C5 1.51 0.16 -0.03
C6 2.61 1.13 0.54
C7 1.52 -1.27 0.16
C8 2.84 -1.91 -0.17
H1 -4.61 0.90 0.27
H2 -4.56 -1.70 0.82
H3 -2.93 -0.25 -1.79
H4 -2.74 -2.05 -0.93
H5 -0.82 -0.03 -1.50
H6 -0.04 0.97 1.54
H7 1.59 0.32 -1.17
H8 2.17 2.13 0.34
H9 3.66 1.02 0.14
H10 2.88 0.71 1.68
H11 1.26 -1.62 1.08
H12 0.70 -1.85 -0.39
H13 3.04 -1.52 -1.30
H14 3.58 -1.46 0.50
H15 2.87 -3.05 -0.30
H16 -1.39 2.19 0.99
N1 -4.40 -0.65 -0.40
N2 -0.84 -0.25 -0.10
O1 -2.55 0.62 1.28
O2 0.77 2.59 -1.13
O3 -1.11 2.69 0.08

Results
LUMO energy   -0.6 eV
HOMO level   -9.7 eV
Net charge   0
ΔE to the lowest compared entry with this formula, charge and spin   278.8 kcal/mol
Kohn-Sham gap   9.0479 eV

Atomic partial charges in e from the Mulliken method, atoms 1 to 4: atom 1 (C): -0.492, atom 2 (C): 0.511, atom 3 (C): -1.166, atom 4 (C): 0.728